Record 1
Computed, not measured: a 3-piece molecular cluster, C4H16NO2 overall at a distorted geometry, with ωB97M-V with the def2-TZVPD basis set.

Structure (XYZ):
```
23
Properties=species:S:1:pos:R:3
C 0.52387 0.27028 1.03062
C 1.42459 0.08663 -0.15987
C 2.01976 1.35450 -0.63358
C 0.93971 -0.88446 -1.25911
N 0.01924 -1.01494 1.66039
H -0.37190 0.84459 0.72254
H 0.99459 0.84238 1.84140
H 2.35022 -0.55658 0.16313
H 1.18893 2.05494 -0.88583
H 2.66003 1.19332 -1.48477
H 2.58396 1.92264 0.12769
H -0.05943 -0.47039 -1.46893
H 1.53578 -0.84814 -2.15342
H 0.81455 -1.92964 -0.95991
H -0.18218 -0.89205 2.65580
H 0.67377 -1.77017 1.49443
H -0.88154 -1.29376 1.14992
H -2.83169 -1.95432 0.22116
H -2.64689 -0.41284 0.02771
O -2.35781 -1.18555 0.56360
H -2.85379 1.58393 -1.66167
H -2.96909 1.84169 -0.18122
O -2.57469 1.21795 -0.81009
```

Values from the calculation:
LUMO level (alpha / beta) in eV: -6.8 / -14.2
HOMO (alpha / beta) in hartree: -0.713 / -0.711
Multiplicity: 2
E in Ha: -366.4840
Relative energy (zero: lowest compared OMol25 entry of this formula, charge and spin) in kcal/mol: 1.38
Largest force on an atom in Eh/bohr: 0.0267
Charge: +2

=====

Record 2
Computed, not measured: a 3-piece molecular cluster, C4H16NO2 overall at a distorted geometry, with ωB97M-V with the def2-TZVPD basis set.

Structure (XYZ):
```
23
Properties=species:S:1:pos:R:3
C -0.60489 -0.37898 0.11789
C -0.08380 -0.24734 1.53980
C 0.98521 -1.20760 1.98427
C 1.23799 -1.09034 3.46997
N 0.43866 0.01036 -0.91296
H -0.82554 -1.39657 -0.17803
H -1.56563 0.05969 -0.12973
H 0.14573 0.75328 1.87616
H -0.93687 -0.63397 2.17132
H 0.95927 -2.29350 1.77180
H 1.91145 -0.83599 1.42360
H 1.63298 -0.10066 3.77143
H 2.04127 -1.78816 3.79941
H 0.44313 -1.41681 4.13075
H 0.01954 0.01731 -1.85643
H 1.10298 -0.76530 -1.02059
H 0.89043 0.90539 -0.65412
H -0.54797 0.47960 -4.75915
H 0.58649 -0.49454 -4.74159
O 0.09863 0.08743 -4.14881
H -2.71402 2.42606 -0.58431
H -1.73662 3.08095 -1.44997
O -1.77758 2.35269 -0.81386
```

Values from the calculation:
LUMO level (alpha / beta) in eV: -6.9 / -14.7
HOMO (alpha / beta) in hartree: -0.660 / -0.660
Multiplicity: 2
E in Ha: -366.4506
Relative energy (zero: lowest compared OMol25 entry of this formula, charge and spin) in kcal/mol: 22.36
Largest force on an atom in Eh/bohr: 0.0773
Charge: +2

=====

Record 3
Computed, not measured: a 3-piece molecular cluster, C4H16NO2S overall at a distorted geometry, with ωB97M-V with the def2-TZVPD basis set.

Structure (XYZ):
```
24
Properties=species:S:1:pos:R:3
C 0.97761 -0.50847 0.26652
C -0.46244 -0.88285 0.22555
C -1.41077 0.38193 0.39879
S -1.23978 1.25466 1.89847
C -1.89941 -0.22595 2.98067
N 1.49324 0.13736 -0.97587
H 1.33051 0.10987 1.16750
H 1.68804 -1.41330 0.49816
H -0.75672 -1.69963 0.95459
H -0.75351 -1.42702 -0.63223
H -2.49509 0.07536 0.23289
H -1.15575 1.08869 -0.38462
H -2.35041 0.16025 3.78931
H -1.09388 -0.89987 3.36004
H -2.58588 -0.92923 2.50083
H 1.57030 -0.61309 -1.70519
H 0.79721 0.87249 -1.34505
H 2.35117 0.73224 -0.81542
H 0.17316 3.76432 -1.87678
H 0.58838 4.75281 -0.87841
O 0.67178 3.83381 -1.15067
H 2.24275 -3.25099 -2.78465
H 0.72792 -2.80949 -3.00855
O 1.59160 -2.50390 -2.71586
```

Values from the calculation:
LUMO level in eV: -3.1
HOMO in hartree: -0.436
E in Ha: -765.1431
Relative energy (zero: lowest compared OMol25 entry of this formula, charge and spin) in kcal/mol: 37.80
Largest force on an atom in Eh/bohr: 0.1048
Charge: +1

=====

Record 4
Computed, not measured: a 3-piece molecular cluster, C4H16NO3 overall at a distorted geometry, with ωB97M-V with the def2-TZVPD basis set.

Structure (XYZ):
```
24
Properties=species:S:1:pos:R:3
O 1.94730 0.24054 0.87457
C 1.21597 -0.97674 1.03931
C -0.10550 -0.69980 0.33056
N 0.10884 -0.14296 -1.04682
C -1.12128 0.50187 -1.52239
C -0.91368 -2.02904 0.23695
H 2.73709 0.25853 1.43363
H 0.99915 -1.05659 2.10234
H 1.68914 -1.85560 0.60940
H -0.74086 -0.03312 0.87942
H 0.97046 0.47955 -1.09979
H 0.37794 -0.91132 -1.66120
H -1.15835 0.54197 -2.61324
H -1.10234 1.55039 -1.23232
H -2.01712 -0.01984 -1.21650
H -1.93366 -1.80332 0.53219
H -0.91409 -2.50285 -0.74336
H -0.49011 -2.73952 0.92777
H 1.71737 2.69097 -1.87158
H 2.37985 1.96062 -0.68145
O 1.88871 1.80483 -1.51136
H -2.38974 2.00349 1.70881
H -1.39294 1.45028 2.70586
O -1.75215 1.28766 1.81923
```

Values from the calculation:
LUMO level (alpha / beta) in eV: 0.6 / 0.5
HOMO (alpha / beta) in hartree: -0.084 / -0.402
Multiplicity: 2
E in Ha: -442.3236
Relative energy (zero: lowest compared OMol25 entry of this formula, charge and spin) in kcal/mol: 38.34
Largest force on an atom in Eh/bohr: 0.0415
Charge: 0

=====

Record 5
Computed, not measured: a 3-piece molecular cluster, C4H16NO3 overall at a distorted geometry, with ωB97M-V with the def2-TZVPD basis set.

Structure (XYZ):
```
24
Properties=species:S:1:pos:R:3
C 1.21232 1.73451 0.39124
C 1.09026 0.25673 0.10025
C 1.03894 0.09279 -1.46268
C 0.20621 -1.09581 -2.01061
O 0.53752 -2.23596 -1.17993
N 0.01129 -0.49903 0.77249
H 1.24187 2.04179 1.44437
H 0.39922 2.25429 -0.11119
H 2.17443 2.14887 -0.05013
H 1.99447 -0.28678 0.39115
H 0.76948 1.05444 -1.87400
H 2.04716 -0.03943 -1.84057
H -0.85976 -0.84730 -1.95947
H 0.60169 -1.33827 -2.99120
H -0.07561 -2.94834 -1.42338
H 0.22893 -1.51597 0.65280
H -0.03250 -0.30439 1.78020
H -0.93365 -0.23693 0.36569
H -0.80241 0.46756 3.92685
H -2.02771 -0.49141 3.24737
O -1.11969 -0.21713 3.33214
H -3.06239 0.49816 0.16331
H -2.33728 1.00424 -1.23932
O -2.30276 0.50335 -0.42539
```

Values from the calculation:
LUMO level in eV: -3.0
HOMO in hartree: -0.529
E in Ha: -442.2390
Relative energy (zero: lowest compared OMol25 entry of this formula, charge and spin) in kcal/mol: 16.04
Largest force on an atom in Eh/bohr: 0.0463
Charge: +1

=====

Record 6
Computed, not measured: a 3-piece molecular cluster, C4H16NO3 overall at a distorted geometry, with ωB97M-V with the def2-TZVPD basis set.

Structure (XYZ):
```
24
Properties=species:S:1:pos:R:3
C -0.26624 0.27849 -1.05389
O 0.78045 0.21203 -1.97509
C 0.37249 0.08383 0.41734
C 0.63542 -1.47401 0.39303
C -0.38118 -2.02634 1.45368
N 1.66581 0.80275 0.50479
H -0.64789 1.29338 -0.93496
H -1.00964 -0.50131 -1.19241
H 0.45003 -0.09770 -2.83823
H -0.35195 0.39275 1.17424
H 0.52178 -1.95101 -0.56444
H 1.62461 -1.69137 0.85730
H -0.63807 -3.05114 1.21609
H -0.07648 -1.73473 2.44973
H -1.38357 -1.52618 1.31265
H 1.44375 1.75630 0.83030
H 2.08429 0.96558 -0.41385
H 2.37230 0.50000 1.18102
H 2.15092 1.12256 3.50149
H 3.36781 1.97153 3.25654
O 2.54672 1.69443 2.84344
H -5.78444 0.73305 -4.26411
H -4.50304 1.39700 -4.40516
O -4.97388 0.85014 -3.74955
```

Values from the calculation:
LUMO level in eV: -3.0
HOMO in hartree: -0.499
E in Ha: -442.2060
Relative energy (zero: lowest compared OMol25 entry of this formula, charge and spin) in kcal/mol: 36.75
Largest force on an atom in Eh/bohr: 0.0907
Charge: +1

=====

Record 7
Computed, not measured: a 4-piece molecular cluster, C4H16O3 overall at a distorted geometry, with ωB97M-V with the def2-TZVPD basis set.

Structure (XYZ):
```
23
Properties=species:S:1:pos:R:3
C -0.09817 1.00641 1.40468
C -0.37023 -0.40336 0.93173
C 0.03982 -0.70204 -0.49645
C 0.02902 -2.17567 -0.85777
H -0.32004 1.75396 0.63559
H -0.61760 1.23209 2.33327
H 0.96993 1.11134 1.58877
H 0.07037 -1.11690 1.63766
H -1.42846 -0.68073 1.05269
H 1.05422 -0.31704 -0.65719
H -0.57996 -0.13329 -1.18917
H -0.24802 -2.33089 -1.89221
H 0.99103 -2.67864 -0.71488
H -0.67743 -2.75720 -0.25074
O 0.31296 2.98933 -1.85362
H 0.97099 2.31348 -1.66444
H -0.53669 2.60054 -1.58528
O 2.70445 -1.65168 2.37556
H 1.91812 -1.61866 1.81865
H 3.44241 -1.40960 1.81006
O -2.36325 1.34142 -1.64590
H -2.83722 2.06515 -2.07318
H -2.42624 1.56199 -0.70782
```

Values from the calculation:
LUMO level in eV: 0.5
HOMO in hartree: -0.415
Structure (SMILES): CCCC.O.O.O
E in Ha: -387.7033
Relative energy (zero: lowest compared OMol25 entry of this formula, charge and spin) in kcal/mol: 12.21
Largest force on an atom in Eh/bohr: 0.0234
Charge: 0

=====

Record 8
Computed, not measured: a 4-piece molecular cluster, C4H16O3S overall at a distorted geometry, with ωB97M-V with the def2-TZVPD basis set.

Structure (XYZ):
```
24
Properties=species:S:1:pos:R:3
C -1.33138 -2.68526 1.30914
C -0.48744 -1.42378 1.65887
C -0.99738 -0.26350 0.85043
S -0.90264 -0.21365 -0.96577
C -1.65809 1.50806 -1.48097
H -2.24132 -2.40142 1.89974
H -0.89597 -3.72712 1.80240
H -1.50682 -3.02089 0.23467
H -0.66703 -1.18467 2.79205
H 0.59347 -1.60210 1.40510
H -2.07521 -0.04546 1.12663
H -0.39498 0.63299 1.18153
H -2.40654 1.75920 -0.62581
H -1.85416 1.41789 -2.59223
H -0.75730 2.17811 -1.35897
O 2.35871 4.69306 2.31303
H 1.74180 5.16064 2.91510
H 1.90046 4.50359 1.47192
O -1.11590 -2.62232 -5.44279
H -0.25153 -2.15034 -5.27868
H -1.90039 -2.00093 -5.61693
O 4.94681 0.25952 1.12424
H 4.27460 0.28593 0.42994
H 5.62824 0.94242 0.84737
```

Values from the calculation:
LUMO level in eV: 0.3
HOMO in hartree: -0.312
Structure (SMILES): CCCSC.O.O.O
E in Ha: -785.8182
Relative energy (zero: lowest compared OMol25 entry of this formula, charge and spin) in kcal/mol: 52.81
Largest force on an atom in Eh/bohr: 0.0684
Charge: 0

=====

Record 9
Computed, not measured: a 4-piece molecular cluster, C4H16O4 overall at a distorted geometry, with ωB97M-V with the def2-TZVPD basis set.

Structure (XYZ):
```
24
Properties=species:S:1:pos:R:3
C 14.73964 -20.75693 -18.41247
O 14.53037 -20.65961 -17.03796
H 14.34025 -19.88874 -18.93672
H 15.69863 -21.06762 -18.82708
H 14.10146 -21.55730 -18.78696
H 15.13531 -21.24120 -16.57169
C 15.10617 -23.65282 -19.25801
O 14.13357 -23.53630 -20.22710
H 14.69283 -23.98715 -18.30645
H 15.87355 -24.38123 -19.52004
H 15.61115 -22.70417 -19.07592
H 14.49616 -23.20577 -21.05225
C 16.31930 -22.73493 -23.28553
O 15.52204 -22.34712 -22.10374
H 16.09961 -23.73861 -23.64949
H 16.00213 -22.13293 -24.13706
H 17.40073 -22.66911 -23.16602
H 15.66716 -21.39981 -22.04776
C 18.12490 -24.66702 -19.00199
O 18.14610 -25.40024 -20.17034
H 17.08440 -24.46352 -18.74893
H 18.64078 -25.03103 -18.11347
H 18.59484 -23.68590 -19.07033
H 19.08388 -25.53682 -20.32375
```

Values from the calculation:
LUMO level in eV: 0.5
HOMO in hartree: -0.349
Structure (SMILES): CO.CO.CO.CO
E in Ha: -462.8333
Relative energy (zero: lowest compared OMol25 entry of this formula, charge and spin) in kcal/mol: 80.71
Largest force on an atom in Eh/bohr: 0.0493
Charge: 0

=====

Record 10
Computed, not measured: a 5-piece molecular cluster, C4H16O4 overall at a distorted geometry, with ωB97M-V with the def2-TZVPD basis set.

Structure (XYZ):
```
24
Properties=species:S:1:pos:R:3
C 2.32673 -1.21661 -0.42024
C 0.91373 -0.97302 0.07000
C 0.30802 -1.97639 0.71110
C -1.16079 -1.97484 1.05943
H 3.00062 -0.68850 0.26892
H 2.61597 -2.26452 -0.40507
H 2.50582 -0.80914 -1.41520
H 0.37250 -0.12956 -0.33741
H 0.91545 -2.81855 1.03033
H -1.64251 -1.40136 0.27126
H -1.53517 -2.99716 1.12929
H -1.40960 -1.54466 2.02706
O 0.62037 1.12089 -2.92996
H -0.05249 1.36168 -2.28413
H 0.21051 0.58581 -3.61378
O 0.83600 1.60720 0.18107
H 1.29026 1.99546 -0.58515
H 0.96596 2.33069 0.81457
O -2.16512 0.68866 1.84470
H -2.78527 1.15389 2.41124
H -1.27349 0.96501 2.07014
O -1.64984 2.24661 -0.98507
H -2.30223 2.74676 -0.49717
H -0.90545 1.99167 -0.41594
```

Values from the calculation:
LUMO level in eV: 0.1
HOMO in hartree: -0.311
Structure (SMILES): C/C=C/C.O.O.O.O
E in Ha: -462.9062
Relative energy (zero: lowest compared OMol25 entry of this formula, charge and spin) in kcal/mol: 34.99
Largest force on an atom in Eh/bohr: 0.0520
Charge: 0

=====

Record 11
Computed, not measured: C4H17BeBr3Cl2F3KNOP2S as an isolated structure at a distorted geometry, with ωB97M-V with the def2-TZVPD basis set.

Structure (XYZ):
```
36
Properties=species:S:1:pos:R:3
C 0.86558 -0.16092 0.45688
N 0.43420 1.04157 -0.27431
C -0.84882 1.58914 0.19293
P -2.27270 0.77913 -0.66832
P -3.67738 -0.18575 0.75099
S -3.81170 -2.11298 0.37512
H 0.07180 -0.56942 1.12197
H 1.72416 0.13399 1.10812
H 1.20530 -0.94614 -0.20389
H 0.41497 0.81100 -1.25774
H -0.96340 1.58610 1.28686
H -0.85182 2.63964 -0.09249
H -2.95446 1.78075 -1.44714
H -1.75297 -0.21024 -1.68895
H -3.33365 -0.09883 2.15694
H -4.98212 0.48789 0.56355
Br -4.97472 0.32582 -1.40592
Br 6.82505 -0.00611 1.16253
C 5.18787 0.59941 2.06276
C 4.58552 -0.49855 2.89114
Br 3.62111 -1.78942 1.78688
H 4.50558 0.98341 1.30696
H 5.53189 1.42046 2.68999
H 3.83984 -0.10169 3.57931
H 5.32970 -1.05609 3.45062
O -6.54347 -2.03896 -2.73246
H -7.29803 -1.59056 -3.15651
H -6.83106 -2.75017 -2.13544
H -5.95555 -1.35845 -2.23371
Cl 7.54950 -1.20833 -0.80416
K -0.42431 -0.01575 2.69025
F 8.68239 0.61512 2.49762
Be -4.94516 2.22034 -3.44446
Cl -4.18755 3.54811 -5.34752
F -2.12092 -1.47196 -2.95235
F 8.44066 -2.40901 -2.32742
```

Values from the calculation:
LUMO level in eV: -0.6
HOMO in hartree: -0.118
E in Ha: -10929.7119
Largest force on an atom in Eh/bohr: 0.0832
Charge: -1

=====

Record 12
Computed, not measured: C4H17N2O2 as an isolated structure at a distorted geometry, with ωB97M-V with the def2-TZVPD basis set.

Structure (XYZ):
```
25
Properties=species:S:1:pos:R:3
C -2.76537 -0.19040 1.69942
C -1.90141 -0.73674 0.51235
C -2.22937 0.04388 -0.75709
C -0.94775 0.40794 -1.48777
N -0.27583 1.59096 -0.96803
N -0.46255 -1.18562 0.50026
H -2.57936 0.88165 1.91499
H -2.38942 -0.77048 2.55073
H -3.79578 -0.48954 1.55584
H -2.41456 -1.72191 0.56459
H -3.03480 -0.39762 -1.33924
H -2.50015 1.05015 -0.39715
H -1.21608 0.68024 -2.51788
H -0.33734 -0.48441 -1.58878
H -0.84720 1.90165 -0.11706
H 0.69336 1.40119 -0.65591
H -0.16206 -1.80846 1.25261
H -0.73723 -0.20562 0.98805
H -0.77094 1.50752 1.05308
H 1.30678 -0.41264 0.25847
H 2.75764 -0.01352 0.49169
O 2.02080 0.11552 -0.11607
H 5.41009 -0.07178 -0.74080
H 5.73124 -0.67529 0.60201
O 5.03311 -0.24646 0.11445
```

Values from the calculation:
LUMO level in eV: -8.3
HOMO in hartree: -0.521
E in Ha: -422.0300
Relative energy (zero: lowest compared OMol25 entry of this formula, charge and spin) in kcal/mol: 227.59
Largest force on an atom in Eh/bohr: 0.1410
Charge: +1

=====

Which value of largest force on an atom does entry 8 give?
0.0684 Eh/bohr